Here is an isolated molecule of C20H29N3O4 at a distorted geometry from the OMol25 dataset. Energies are from the ωB97M-V functional and the def2-TZVPD basis.

Last column: Löwdin charge in e.
Cartesian coordinates (Å):
C (1.653874, 4.823723, -1.480275)  -0.095
C (1.267186, 4.016342, -0.338339)  -0.118
C (0.404404, 4.928295, 0.777304)  0.082
C (0.146870, 4.225818, 1.866403)  -0.017
C (0.566880, 2.872673, 1.836470)  -0.053
C (1.290721, 2.105078, 1.016997)  -0.319
C (1.709290, 2.647738, -0.092298)  0.026
N (1.673158, 0.861895, 1.102626)  0.112
C (1.911092, -0.152316, 0.365353)  -0.388
O (1.685118, 0.193782, -0.963070)  -0.109
C (2.354316, -1.392064, 0.729068)  -0.118
C (1.242137, -2.419970, 0.968413)  -0.044
C (0.826396, -3.334610, -0.298859)  -0.424
O (0.256849, -4.326780, -0.049559)  0.100
N (0.855994, -2.472088, -1.491010)  0.049
C (0.298371, -3.109264, -2.560103)  -0.318
C (-0.565930, -2.259811, -3.330176)  -0.117
C (-2.136619, -2.327301, -2.465733)  -0.101
N (-2.106087, -1.542326, -1.265859)  -0.318
C (-1.931852, -0.266606, -1.140084)  -0.233
C (-1.835667, 0.480569, 0.261560)  -0.165
O (-2.747073, -0.088856, 1.162010)  -0.165
C (-2.563212, -1.535213, 1.215439)  -0.128
C (-2.879894, -2.045630, -0.276420)  -0.218
C (1.916414, 0.524063, 2.740141)  0.062
C (0.540719, 0.823679, 3.494615)  -0.069
O (0.171214, 2.231273, 3.200879)  -0.117
H (2.447791, 5.480157, -1.323244)  0.066
H (1.841429, 4.089973, -2.307061)  0.106
H (0.823876, 5.420109, -1.690076)  0.057
H (0.398250, 5.848268, 0.507632)  0.033
H (-0.238523, 4.673943, 2.612235)  0.057
H (2.309226, 2.128242, -0.925155)  0.158
H (2.988061, -1.368185, 1.397645)  0.029
H (2.853536, -1.860669, -0.343449)  0.224
H (1.618764, -3.366810, 1.496473)  0.147
H (0.366857, -2.011628, 1.374999)  0.060
H (1.024752, -1.483294, -1.245800)  0.085
H (-0.179268, -4.040640, -2.277268)  0.124
H (1.203193, -3.066252, -3.373583)  0.165
H (-0.514906, -1.068483, -3.335097)  0.131
H (-1.170779, -2.466463, -4.324331)  0.132
H (-2.585182, -3.336973, -2.240720)  0.119
H (-3.041365, -1.695029, -2.760858)  0.123
H (-1.270450, 0.203588, -1.852347)  0.115
H (-2.997623, 0.225853, -1.356451)  0.148
H (-1.710592, 1.469488, 0.060230)  0.098
H (-0.909359, 0.082809, 0.650720)  0.079
H (-3.471155, -1.704661, 1.879968)  0.137
H (-1.598402, -1.978886, 1.670294)  0.122
H (-2.878625, -3.223688, -0.078892)  0.155
H (-4.053310, -1.749542, -0.571873)  0.167
H (2.677503, 0.983412, 3.175168)  0.074
H (1.967169, -0.507327, 2.996424)  0.098
H (-0.349463, 0.287141, 2.815887)  0.170
H (0.443929, 0.573450, 4.383040)  0.025

Forces on atoms 1 to 6 (eV/Å):
C -0.20 -2.58 -1.70
C -0.92 0.07 4.26
C 4.41 -9.27 -3.90
C 2.84 -3.74 -4.68
C -2.42 -1.97 7.20
C -1.44 1.60 -0.33

Calculated values
Strongest force on any atom, eV/A: 14.67
Energy relative to the best compared isomer or geometry (same formula, charge and spin), eV: 18.114
2S+1: 1
Total energy, eV: -33854.967
SMILES: Cc1ccc2c(c1)N(C(=O)CCC(=O)NCCCN1CCOCC1)CCO2
HOMO-LUMO gap, eV: 7.5
LUMO level, eV: 0.261

---

Here is a structure of composition C20H29N3SeV at a distorted geometry from the OMol25 dataset. Energies are from the ωB97M-V functional and the def2-TZVPD basis.

Last column: Löwdin charge in e.
Cartesian coordinates (Å):
V (-1.079447, 0.623886, 0.307012)  0.521
C (-3.764549, 0.886119, 0.800179)  -0.072
N (-2.614319, 0.302622, 1.468329)  -0.423
C (-2.844418, -1.105560, 1.760049)  -0.039
C (-2.241949, 1.035765, 2.685367)  -0.134
C (-0.814771, 0.670479, 3.024149)  -0.255
C (-0.361395, 0.432545, 4.311865)  -0.031
C (0.953495, 0.041934, 4.513519)  -0.065
C (1.811254, -0.095248, 3.433376)  -0.075
C (1.357100, 0.150197, 2.145486)  -0.097
C (0.038887, 0.525279, 1.924846)  -0.223
H (-4.659780, 0.876919, 1.434268)  0.116
H (-3.980448, 0.318686, -0.113407)  0.112
H (-3.555090, 1.928201, 0.524714)  0.077
H (-3.696852, -1.235454, 2.437445)  0.113
H (-1.955244, -1.534256, 2.230642)  0.111
H (-3.047787, -1.649261, 0.831645)  0.104
H (-2.929467, 0.816211, 3.514309)  0.145
H (-2.305569, 2.113395, 2.469294)  0.139
H (-1.025467, 0.542437, 5.157284)  0.115
H (1.311384, -0.159939, 5.511310)  0.109
H (2.833929, -0.402999, 3.589781)  0.105
H (2.031773, 0.024031, 1.301321)  0.101
C (1.541274, 3.848646, 0.811918)  -0.017
N (1.778924, 3.165700, -0.428930)  -0.110
C (2.989602, 2.892420, -0.992621)  -0.012
C (2.758370, 2.174513, -2.121351)  -0.010
N (1.408346, 2.016157, -2.240118)  -0.101
C (0.722555, 1.261171, -3.250235)  -0.021
C (0.817120, 2.616420, -1.191068)  -0.641
Se (-1.001291, 2.721376, -0.861678)  0.813
H (2.485372, 4.215089, 1.205357)  0.105
H (1.090842, 3.153639, 1.530881)  0.086
H (0.862709, 4.690324, 0.655763)  0.097
H (3.911695, 3.222788, -0.562180)  0.134
H (3.450031, 1.776358, -2.834280)  0.133
H (1.443045, 0.916792, -3.987423)  0.104
H (-0.032810, 1.876615, -3.742321)  0.101
H (0.230771, 0.396841, -2.780073)  0.055
C (1.871854, -3.143114, -2.078367)  -0.041
C (0.362645, -2.904145, -2.195558)  -0.627
C (-0.011373, -2.685625, -3.667488)  -0.042
C (-0.408099, -4.105484, -1.630975)  -0.042
C (-0.015272, -1.729926, -1.415128)  -0.096
C (-0.353476, -0.763766, -0.755435)  -0.104
H (2.152244, -4.018702, -2.659144)  0.090
H (2.155266, -3.305275, -1.041630)  0.088
H (2.424065, -2.285338, -2.456547)  0.081
H (0.196199, -3.588283, -4.236646)  0.091
H (0.569468, -1.870656, -4.093407)  0.074
H (-1.067701, -2.447491, -3.767329)  0.090
H (-0.157420, -5.005809, -2.187315)  0.090
H (-1.480776, -3.937814, -1.705734)  0.087
H (-0.155446, -4.259411, -0.583716)  0.089

Forces on atoms 1 to 6 (eV/Å):
V 1.43 0.70 -0.39
C -0.86 0.37 -0.42
N -1.48 -0.07 0.62
C 0.00 -0.99 0.09
C 0.27 0.53 0.93
C 0.22 -0.09 0.12

Calculated values
Strongest force on any atom, eV/A: 1.77
Energy relative to the best compared isomer or geometry (same formula, charge and spin), eV: 0.472
2S+1: 3
Total energy, eV: -116707.265
Net charge: +1
HOMO-LUMO gap (spin up / spin down), eV: 8.1 / 9.2
LUMO level (spin up / spin down), eV: -2.886 / -2.433

---

Here is an isolated molecule of C20H29N5O2 at a distorted geometry from the OMol25 dataset. Energies are from the ωB97M-V functional and the def2-TZVPD basis.

Last column: Löwdin charge in e.
Cartesian coordinates (Å):
C (-2.730572, 1.666553, 0.134444)  -0.094
C (-1.658680, 0.824171, 0.725365)  -0.382
N (-1.741868, -0.500690, 0.676272)  0.040
N (-1.580686, -1.044517, -0.491937)  0.059
C (-1.827656, -2.448678, -0.501353)  -0.513
O (-2.519035, -3.099804, 0.265989)  0.047
N (-1.154908, -2.912551, -1.621118)  0.099
C (-1.091794, -4.218428, -2.077622)  -0.238
C (-0.002644, -4.593270, -2.895241)  -0.043
C (0.061599, -5.880524, -3.427000)  -0.105
C (-0.971803, -6.796768, -3.162961)  -0.115
C (-2.057636, -6.426948, -2.355053)  -0.087
C (-2.108979, -5.147219, -1.785503)  -0.015
C (-0.449746, 1.464119, 1.355614)  -0.170
C (0.317133, 0.457504, 2.228625)  -0.413
O (0.791430, -0.581594, 1.750915)  0.054
N (0.457046, 0.776965, 3.550737)  -0.141
C (0.934377, -0.233293, 4.458323)  -0.048
C (0.482193, 2.125755, 4.113502)  -0.051
N (0.494588, 2.034832, 0.309702)  -0.133
C (-0.062833, 3.385885, -0.130646)  -0.080
C (0.855437, 4.038808, -1.142452)  -0.120
C (2.031681, 3.115366, -1.472111)  -0.298
C (2.815263, 2.860939, -0.184590)  -0.122
C (1.928185, 2.203837, 0.854298)  -0.063
C (1.468339, 1.788748, -1.988814)  -0.116
C (0.587372, 1.132191, -0.938992)  -0.069
H (-2.710067, 2.688110, 0.535514)  0.070
H (-2.637813, 1.709052, -0.964207)  0.062
H (-3.710968, 1.230556, 0.375270)  0.079
H (-0.565113, -2.194669, -2.036050)  0.131
H (0.781081, -3.859022, -3.085206)  0.102
H (0.914339, -6.156747, -4.047895)  0.096
H (-0.926400, -7.801988, -3.594261)  0.094
H (-2.869888, -7.129630, -2.162796)  0.100
H (-2.922115, -4.852518, -1.126768)  0.101
H (-0.821165, 2.281758, 1.982672)  0.114
H (0.610198, -1.221910, 4.139262)  0.099
H (2.024490, -0.216309, 4.561623)  0.096
H (0.515658, -0.008824, 5.438085)  0.084
H (-0.111184, 2.844776, 3.536412)  0.078
H (0.074465, 2.053493, 5.128088)  0.089
H (1.516963, 2.501089, 4.197329)  0.092
H (-0.220008, 3.980896, 0.780929)  0.139
H (-1.042426, 3.186039, -0.567727)  0.105
H (0.275580, 4.255233, -2.046333)  0.125
H (1.205807, 4.990532, -0.734270)  0.120
H (2.672828, 3.570765, -2.230908)  0.145
H (3.197824, 3.799400, 0.222368)  0.120
H (3.676751, 2.216835, -0.384544)  0.125
H (1.866628, 2.777428, 1.789126)  0.128
H (2.289633, 1.196302, 1.087339)  0.133
H (0.862645, 1.947641, -2.888038)  0.123
H (2.264002, 1.087763, -2.258945)  0.123
H (0.954334, 0.158707, -0.583003)  0.132
H (-0.431879, 0.973851, -1.311458)  0.111

Forces on atoms 1 to 6 (eV/Å):
C -0.03 0.03 -0.95
C 0.57 1.79 0.77
N 3.05 -2.47 -0.06
N -2.62 0.07 0.21
C -0.23 0.68 0.20
O 0.61 0.38 -0.67

Calculated values
Strongest force on any atom, eV/A: 3.93
Energy relative to the best compared isomer or geometry (same formula, charge and spin), eV: 2.555
2S+1: 1
Total energy, eV: -32751.978
SMILES: C/C(=N\N=C(/[O-])Nc1ccccc1)[C@@H](C(=O)N(C)C)[N+]12CCC(CC1)CC2
HOMO-LUMO gap, eV: 5.4
LUMO level, eV: 0.083